22
Properties=species:S:1:pos:R:3:nbo_charge:R:1 method="wB97M-V/def2-TZVPD" e_tot_ha=-292.33820 smiles=CCCCN(C)C relative_energy_kj_mol=80.9 homo_ev=-8.51 gap_ev=9.6929 e_lumo_ev=1.18
C -0.03877 -0.97533 0.67491 -0.41
C 1.31209 -1.36388 1.29842 -0.39
C 2.41126 -1.52561 0.24917 -0.61
C 0.05276 0.43478 0.05247 -0.22
N -1.24066 1.09520 -0.05927 -0.43
C -1.07763 2.39717 -0.68943 -0.41
C -2.19554 0.31323 -0.82525 -0.42
H -0.81305 -0.95961 1.43780 0.21
H -0.20982 -1.68685 -0.13460 0.20
H 1.60052 -0.58423 2.00540 0.19
H 1.20970 -2.31414 1.80335 0.20
H 3.37408 -1.63054 0.75179 0.21
H 2.25545 -2.37380 -0.41040 0.20
H 2.54339 -0.62482 -0.35188 0.20
H 0.65898 1.03514 0.72996 0.19
H 0.51110 0.36422 -0.94321 0.16
H -2.04398 2.89452 -0.71887 0.20
H -0.66390 2.28375 -1.70585 0.16
H -0.37835 3.02100 -0.13113 0.20
H -3.13426 0.81380 -0.85776 0.20
H -2.34532 -0.66131 -0.35946 0.20
H -1.78806 0.04729 -1.81617 0.16

12
Properties=species:S:1:pos:R:3:nbo_charge:R:1 method="wB97M-V/def2-TZVPD" e_tot_ha=-830.69239 charge=+1 relative_energy_kj_mol=175.6 homo_ev=-12.43 gap_ev=7.0573 e_lumo_ev=-5.37
C 0.66798 -0.99578 -0.05561 -0.71
C -0.59533 -0.18649 0.29308 0.01
N -1.00423 0.53355 -0.89383 -0.74
S 0.21765 1.71869 1.69593 -0.18
I 2.25699 1.03660 2.46759 0.23
H 0.85591 -1.82321 0.68610 0.28
H 0.62410 -1.49734 -1.05662 0.23
H 1.54299 -0.31749 -0.12321 0.26
H -1.49549 -0.54862 0.83132 0.26
H -0.37695 1.32422 -1.36370 0.47
H -1.92260 0.92388 -0.82629 0.46
H -0.77102 -0.16804 -1.65477 0.45

268
Properties=species:S:1:pos:R:3:mulliken_charge:R:1 method="wB97M-V/def2-TZVPD" e_tot_ha=-5310.06945 relative_energy_kj_mol=112.9 homo_ev=-8.81 gap_ev=9.2160 e_lumo_ev=0.41
C 18.59255 17.11574 24.12950 1.87
C 19.43161 16.25719 25.05236 -1.11
O 20.66607 16.86238 25.13257 -0.19
O 19.08609 16.93481 22.83212 -0.65
H 18.63871 18.13611 24.51109 -0.93
H 17.49641 16.80496 24.16329 -0.54
H 19.39514 15.19541 24.72677 0.25
H 18.95742 16.39420 26.00770 0.29
H 21.29437 16.64589 24.45755 0.20
H 19.05547 17.74004 22.28595 0.43
C 23.95641 18.99380 23.58388 -1.25
C 23.47342 19.53136 22.22148 1.59
O 24.53596 19.32989 21.35070 -0.93
O 24.97519 19.80307 24.12901 -0.56
H 24.34257 18.02570 23.50535 0.49
H 23.12630 18.96799 24.24632 0.22
H 23.39123 20.62217 22.48326 -0.04
H 22.54645 19.02586 21.92583 -0.39
H 24.41392 19.82067 20.52853 0.06
H 25.71521 19.63144 23.53228 0.36
C 19.54704 21.00564 22.82910 0.93
C 19.43039 20.50731 21.44271 0.57
O 18.73578 19.25877 21.44046 1.26
O 20.44632 20.35939 23.69103 0.71
H 18.55411 20.94530 23.36203 -0.71
H 19.78527 22.04281 22.71437 -0.49
H 20.42070 20.28979 20.99796 -0.93
H 18.92058 21.26017 20.80920 -0.24
H 17.77424 19.48564 21.18220 -0.50
H 19.98085 19.65744 24.10436 -0.45
C 17.38805 20.11717 26.51783 -0.05
C 16.45554 19.11874 27.20239 -0.44
O 16.27338 17.91881 26.49562 -0.50
O 18.64487 19.56798 26.18146 -0.19
H 17.51368 20.89184 27.22358 0.65
H 16.90002 20.47748 25.59334 -0.20
H 15.49184 19.65199 27.32836 0.12
H 16.85384 18.95108 28.22476 0.40
H 15.62546 18.02556 25.80091 0.07
H 19.31005 19.65786 26.93607 0.20
C 11.16773 21.58112 24.74832 -0.81
C 12.59875 22.10260 24.47988 -0.09
O 13.41906 21.46308 25.41906 -0.61
O 10.93218 20.14846 24.54659 -0.62
H 10.41325 22.17442 24.24749 0.49
H 10.96262 21.79349 25.78279 0.23
H 12.65841 23.17354 24.62301 0.50
H 12.83488 21.84471 23.44849 0.00
H 13.50552 20.50589 25.11042 0.01
H 11.20856 19.78158 25.42287 0.40
C 23.80399 20.09137 17.99323 -0.35
C 25.19982 19.33698 17.77002 -0.75
O 24.97001 17.93868 17.46296 -0.63
O 23.11601 19.69800 19.13504 1.97
H 23.19390 20.10547 17.04135 0.01
H 24.04896 21.12564 18.28960 0.39
H 25.82497 19.37072 18.66813 0.18
H 25.72513 19.74066 16.90422 0.41
H 24.78887 17.53103 18.32740 0.36
H 22.81540 18.75005 19.15492 -0.77
C 22.25563 16.10737 19.91494 -0.35
C 23.65149 16.05153 20.58499 -0.58
O 24.58175 17.01656 20.10542 -0.76
O 21.71390 17.48318 20.09780 0.10
H 21.58568 15.36136 20.41136 0.38
H 22.29015 15.85831 18.85261 0.28
H 24.00040 15.07463 20.27761 0.53
H 23.58522 16.07337 21.64308 0.17
H 24.52374 17.78597 20.71531 0.42
H 20.94588 17.43697 19.55247 -0.27
C 27.80863 10.18333 20.46624 -0.69
O 28.13310 11.13228 21.50707 -0.30
C 28.05752 10.64661 22.85874 -0.53
C 28.24581 11.84120 23.78366 -0.68
N 27.05101 12.72072 23.73231 -0.27
C 27.18588 14.05463 24.35272 -0.61
C 25.77689 14.65056 24.35011 -0.22
O 25.61997 15.89106 25.09090 -0.20
C 25.66494 15.71058 26.46056 -0.78
H 27.78301 10.70916 19.48676 0.22
H 26.82841 9.82893 20.67243 0.32
H 28.53084 9.33615 20.53508 0.26
H 28.86089 9.93239 23.00279 0.43
H 27.05211 10.15372 23.06867 0.30
H 29.17092 12.48704 23.68220 0.33
H 28.38874 11.50900 24.82945 0.36
H 26.85362 12.82297 22.72467 0.26
H 27.90616 14.64846 23.90524 0.34
H 27.44926 13.84924 25.42518 0.35
H 25.06446 13.92258 24.68304 0.43
H 25.44523 14.89417 23.29521 -0.15
H 24.88262 15.01176 26.79830 0.35
H 25.51718 16.71217 26.92878 0.18
H 26.59377 15.23160 26.77925 0.32
C 13.78270 16.64398 13.90119 -0.57
O 14.66882 15.87895 14.70461 -0.44
C 15.35837 16.56306 15.68102 -0.71
C 16.63993 17.17752 15.18991 0.51
N 17.67621 16.15842 14.93705 -0.18
C 18.91457 16.64426 14.36836 -0.08
C 18.69636 17.00718 12.85676 -0.83
O 18.47307 15.73977 12.23316 -0.35
C 18.27257 15.87470 10.83331 -0.83
H 13.15062 17.23456 14.59987 0.28
H 13.16358 15.98226 13.29382 0.26
H 14.38776 17.34189 13.26137 0.20
H 15.64436 15.86039 16.45474 0.26
H 14.78158 17.37098 16.08798 0.52
H 17.07341 17.86238 15.95797 -0.57
H 16.49134 17.78112 14.31443 0.22
H 17.20172 15.45542 14.39174 0.32
H 19.68153 15.87212 14.30955 0.21
H 19.21048 17.51262 14.90867 -0.13
H 19.61248 17.40951 12.42339 0.64
H 17.87021 17.69943 12.70899 0.34
H 17.66117 16.77662 10.70416 0.30
H 17.78393 14.97979 10.39232 0.25
H 19.11612 16.08498 10.26790 0.35
C 21.17645 22.50888 18.02706 -1.57
O 21.31787 22.72214 19.39892 1.36
C 22.53218 23.34701 19.75064 -0.66
C 22.51186 23.90600 21.18508 -1.27
N 21.62316 25.06458 21.20929 0.54
C 21.07130 25.36683 22.49302 -0.41
C 20.75605 26.88007 22.69280 -1.29
O 19.78793 27.20390 21.69438 -0.14
C 19.65338 28.60006 21.33106 -0.99
H 22.04727 22.03394 17.56810 0.31
H 21.03751 23.41197 17.43710 0.30
H 20.38359 21.89424 17.84226 0.19
H 22.67482 24.15452 19.09476 0.59
H 23.41525 22.68263 19.64184 -0.22
H 23.55926 24.13379 21.40081 0.46
H 22.30600 23.16423 21.91298 0.29
H 20.94453 24.88372 20.47744 -0.22
H 21.84483 25.14022 23.19167 0.94
H 20.22031 24.78898 22.80158 -0.11
H 21.63696 27.39642 22.39497 0.45
H 20.42594 27.16421 23.71501 0.35
H 20.54000 28.97591 20.87680 0.38
H 19.46458 29.19972 22.24436 0.36
H 18.81004 28.80614 20.68348 0.29
C 20.08769 26.31111 17.21172 -0.95
O 19.62665 25.52308 18.36326 0.58
C 18.43987 25.98741 18.89139 -0.97
C 18.01580 25.04671 19.97078 -1.12
N 17.75660 23.65232 19.64727 1.71
C 16.98344 23.42890 18.37503 -1.55
C 16.66138 22.02698 18.09711 -0.03
O 17.89344 21.27175 17.93667 1.06
C 17.69420 19.87274 17.75915 -0.82
H 19.69525 25.81910 16.29283 0.23
H 21.19436 26.13859 17.17984 0.13
H 19.84794 27.38285 17.26018 0.34
H 17.69301 26.05914 18.12768 0.69
H 18.49977 26.98024 19.34986 0.14
H 17.04497 25.36412 20.40702 0.34
H 18.63523 25.10909 20.83084 0.49
H 18.63043 23.11980 19.53204 -0.82
H 17.40924 23.91048 17.51853 0.72
H 16.01890 23.98603 18.53574 0.30
H 16.07889 21.97141 17.19683 0.42
H 16.09127 21.52379 18.87219 -0.36
H 18.63472 19.34686 17.87088 0.35
H 17.14928 19.64520 16.81543 0.02
H 17.26127 19.40524 18.66255 -0.48
C 19.92536 21.34390 14.61071 -0.34
O 19.00387 22.12140 13.98962 -0.45
C 17.85527 21.32992 13.55080 -0.10
C 16.82983 22.38446 13.34297 -1.06
N 16.59948 23.06611 14.59058 0.34
C 15.48254 23.95776 14.62546 -0.95
C 15.43689 24.95234 13.50833 -0.69
O 16.60800 25.72061 13.41881 -0.22
C 16.64011 26.50942 12.27325 -0.81
H 19.42885 20.78185 15.47493 -0.15
H 20.78186 21.94297 15.01105 0.27
H 20.36509 20.56453 13.95743 0.35
H 17.54052 20.80655 14.44787 -0.14
H 18.08585 20.69473 12.72943 0.63
H 15.92165 22.01625 12.91422 0.61
H 17.11522 23.09208 12.53794 0.32
H 17.33501 23.55071 15.05218 -0.01
H 15.45384 24.45990 15.63258 0.21
H 14.56554 23.39355 14.60606 0.43
H 14.61667 25.62960 13.63385 0.55
H 15.26112 24.40323 12.54807 0.37
H 17.59023 27.10004 12.28892 0.20
H 15.78400 27.18479 12.12440 0.30
H 16.58610 25.75657 11.50029 0.36
C 13.15410 17.77446 31.00652 -0.91
O 12.36073 17.85577 29.82376 -0.28
C 11.91963 19.13729 29.52412 -0.45
C 11.22928 19.20468 28.17488 -1.19
N 11.91856 19.09431 26.91347 0.03
C 12.52416 17.81496 26.60268 -1.04
C 12.93065 17.68608 25.07678 -0.77
O 13.86732 18.66790 24.80746 0.84
C 14.25813 18.59134 23.39701 -1.09
H 12.58485 17.98107 31.84016 0.41
H 13.91421 18.51945 31.06271 0.36
H 13.66426 16.78302 31.05664 0.24
H 12.73669 19.89753 29.63859 0.33
H 11.16118 19.47309 30.28306 0.41
H 10.70170 20.17607 28.17114 0.37
H 10.35428 18.47254 28.05478 0.47
H 12.58822 19.85115 26.77903 0.21
H 11.74258 17.12509 26.87714 0.57
H 13.30744 17.57975 27.34195 0.35
H 12.02585 17.95664 24.46718 0.46
H 13.27282 16.65873 24.94101 0.39
H 14.92184 19.42301 23.17187 0.14
H 13.34226 18.64318 22.81711 0.54
H 14.76730 17.63086 23.19184 0.15
C 16.00077 15.27354 22.42446 -0.86
O 16.49709 16.50423 21.78635 -0.05
H 15.55022 15.48457 23.40043 0.16
H 15.24397 14.92542 21.76210 0.32
H 16.76704 14.52296 22.56963 0.29
H 17.41078 16.48250 22.07599 0.25
C 23.89645 20.35853 26.73628 0.06
O 23.33024 20.46180 28.03439 -0.62
H 24.75745 21.03908 26.59968 0.31
H 24.26041 19.36264 26.55952 0.02
H 23.15011 20.54929 25.97838 -0.11
H 23.09835 21.33831 28.32248 0.28
C 16.15750 22.77639 22.92325 0.39
O 15.86926 22.63692 21.51444 -0.75
H 15.19300 22.47708 23.38084 -0.36
H 16.78499 22.04885 23.30602 -0.18
H 16.37662 23.80100 23.26067 0.43
H 16.52653 23.14764 20.96183 0.18
C 23.39806 27.56809 19.23728 -0.72
O 22.04049 27.61885 19.43972 -0.45
H 23.63191 28.35649 18.48343 0.26
H 23.99573 27.85687 20.07357 0.30
H 23.78647 26.58081 18.90337 0.22
H 21.84748 26.94122 20.06916 0.30
C 20.56725 23.11037 25.78601 -0.35
O 19.45399 22.42619 26.36141 -0.53
H 21.21243 23.40148 26.64760 0.38
H 21.18024 22.58728 25.01615 -0.10
H 20.27964 23.98021 25.22188 0.27
H 19.41218 21.64388 25.79580 0.16
C 15.06790 19.29288 20.21316 -0.71
O 16.19280 20.09538 20.79896 0.00
H 14.13937 19.54982 20.69209 0.19
H 15.06076 19.55817 19.12763 0.34
H 15.36346 18.20745 20.29992 0.03
H 15.82307 21.05580 20.80405 0.20
C 21.19635 17.83559 16.53508 0.20
O 20.12363 17.29526 17.32656 0.01
H 21.94241 18.10190 17.20854 -0.61
H 21.74640 17.07700 15.91501 0.34
H 20.76121 18.60836 15.87710 -0.12
H 20.00130 16.31535 17.28912 0.32
C 17.97973 14.79214 18.41904 -0.57
O 18.94164 14.98882 17.37596 -0.77
H 17.38971 15.70719 18.57998 0.11
H 17.41825 13.86863 18.27550 0.38
H 18.52455 14.61545 19.33381 0.26
H 18.48936 15.32335 16.58033 0.45
C 20.71166 18.06373 28.87430 -0.79
O 20.69209 19.21664 28.04312 -0.38
H 20.29172 17.18488 28.43610 0.23
H 21.74503 17.81426 29.19491 0.32
H 20.13274 18.26177 29.75315 0.29
H 21.58363 19.60138 28.08460 0.28